1.
Molecular formula: C20H59NO17
Method: DFT, wB97M-V/def2-TZVPD

As for the energy above the lowest of the compared OMol25 structures with the same formula, charge and spin: 119.3 kJ/mol. For the calculated total energy, the calculation gives -2131.06142 a.u. Its gap between HOMO and LUMO is 9.32 eV. As for the structure (SMILES): COC[C@H](C)N.OCCO.OCCO.OCCO.OCCO.OCCO.OCCO.OCCO.OCCO. Its LUMO energy is 0.436 eV.

Each line ends with the Löwdin charge.
Element x y z (Å)
C (-0.90, 2.96, -1.43)  -0.06
C (-0.40, 4.07, -0.52)  -0.42
C (0.53, 3.50, 0.56)  -0.22
O (1.03, 4.52, 1.39)  -0.19
C (0.06, 5.04, 2.30)  -0.08
N (0.32, 5.09, -1.31)  0.06
H (-0.05, 2.39, -1.82)  0.06
H (-1.47, 3.39, -2.26)  0.09
H (-1.53, 2.25, -0.89)  0.08
H (-1.28, 4.49, -0.03)  0.12
H (1.29, 2.92, 0.03)  0.12
H (-0.06, 2.80, 1.17)  0.11
H (0.46, 6.00, 2.63)  0.09
H (0.00, 4.41, 3.19)  0.07
H (-0.90, 5.24, 1.84)  0.09
H (0.79, 4.65, -2.09)  0.06
H (1.02, 5.51, -0.70)  0.06
C (0.11, -1.21, -0.39)  -0.21
C (-0.90, -1.24, 0.75)  -0.22
O (-0.40, -1.69, 2.01)  -0.08
O (-0.42, -0.42, -1.45)  -0.07
H (0.23, -2.26, -0.69)  0.12
H (1.11, -0.96, -0.03)  0.12
H (-1.76, -1.86, 0.51)  0.13
H (-1.30, -0.24, 0.93)  0.10
H (-0.28, -0.94, 2.60)  0.02
H (0.37, -0.26, -1.99)  0.06
C (-3.24, 0.30, -3.00)  -0.25
C (-2.97, -0.78, -4.03)  -0.17
O (-2.08, -0.29, -5.06)  -0.11
O (-3.19, -0.13, -1.66)  -0.07
H (-4.20, 0.82, -3.12)  0.12
H (-2.49, 1.10, -3.14)  0.10
H (-3.88, -1.13, -4.54)  0.12
H (-2.45, -1.61, -3.55)  0.13
H (-2.41, 0.58, -5.31)  0.08
H (-2.28, -0.46, -1.59)  0.03
C (1.39, 0.60, 3.61)  -0.20
C (1.33, 1.83, 4.51)  -0.22
O (2.49, 1.91, 5.34)  -0.06
O (0.68, 0.80, 2.38)  -0.09
H (0.87, -0.18, 4.17)  0.12
H (2.38, 0.22, 3.39)  0.13
H (0.44, 1.79, 5.14)  0.11
H (1.33, 2.74, 3.91)  0.11
H (2.29, 1.49, 6.18)  0.08
H (1.24, 1.38, 1.85)  0.08
C (0.32, 1.35, -4.64)  -0.24
C (-0.10, 1.89, -6.00)  -0.23
O (-0.66, 3.20, -5.81)  -0.06
O (0.69, -0.02, -4.76)  -0.08
H (-0.51, 1.41, -3.94)  0.09
H (1.14, 1.97, -4.27)  0.12
H (-0.93, 1.25, -6.32)  0.10
H (0.71, 1.83, -6.73)  0.13
H (-1.18, 3.37, -6.59)  0.08
H (-0.14, -0.48, -4.96)  0.07
C (-3.12, 0.52, 4.42)  -0.22
C (-2.60, 1.74, 3.72)  -0.25
O (-2.43, 1.52, 2.33)  -0.06
O (-2.18, -0.56, 4.39)  -0.08
H (-4.10, 0.17, 4.07)  0.13
H (-3.23, 0.76, 5.49)  0.12
H (-1.68, 2.08, 4.19)  0.10
H (-3.37, 2.51, 3.84)  0.13
H (-1.72, 0.86, 2.28)  0.03
H (-2.22, -1.00, 3.53)  0.06
C (3.97, -4.80, -1.82)  -0.23
C (2.46, -4.62, -2.09)  -0.26
O (1.74, -4.49, -0.90)  -0.05
O (4.22, -5.48, -0.59)  -0.07
H (4.42, -3.81, -1.75)  0.11
H (4.44, -5.36, -2.63)  0.12
H (2.15, -5.48, -2.70)  0.12
H (2.45, -3.76, -2.75)  0.11
H (1.80, -5.34, -0.44)  0.09
H (3.97, -4.87, 0.11)  0.08
C (-1.66, -4.56, 3.34)  -0.25
C (-1.94, -4.77, 4.82)  -0.23
O (-0.99, -5.64, 5.47)  -0.07
O (-2.33, -5.50, 2.52)  -0.06
H (-0.61, -4.58, 3.09)  0.12
H (-2.03, -3.54, 3.17)  0.10
H (-2.96, -5.15, 4.98)  0.12
H (-1.86, -3.83, 5.37)  0.11
H (-1.38, -6.51, 5.58)  0.08
H (-3.27, -5.47, 2.72)  0.08
C (3.56, -0.43, -2.04)  -0.23
C (3.48, 0.92, -1.40)  -0.23
O (3.14, 1.93, -2.36)  -0.07
O (2.32, -0.83, -2.61)  -0.08
H (3.65, -1.10, -1.16)  0.12
H (4.42, -0.62, -2.68)  0.13
H (4.48, 1.17, -1.03)  0.13
H (2.80, 0.92, -0.54)  0.10
H (3.63, 2.73, -2.16)  0.08
H (2.34, -0.63, -3.56)  0.07

=====

2.
Molecular formula: C20H60B3CaF12KO10
Method: DFT, wB97M-V/def2-TZVPD

For the calculated total energy, the calculation gives -4101.75133 a.u. Its gap between HOMO and LUMO is 9.38 eV. Its LUMO energy is -0.822 eV.

Each line ends with the Löwdin charge.
Element x y z (Å)
K (-1.01, 1.15, -3.60)  0.90
Ca (1.42, -1.00, 1.89)  1.63
B (4.01, -0.43, 2.94)  -1.42
F (4.64, -1.65, 3.08)  0.17
F (3.61, -0.27, 1.60)  0.05
F (2.84, -0.44, 3.63)  0.11
F (4.73, 0.63, 3.35)  0.18
B (0.51, -2.85, 3.42)  -1.41
F (0.43, -1.61, 3.98)  0.13
F (1.88, -3.09, 3.20)  0.11
F (0.04, -3.81, 4.27)  0.18
F (-0.10, -2.81, 2.18)  0.10
B (0.14, 0.25, -0.45)  -1.41
F (1.45, 0.21, -0.10)  0.11
F (-0.22, 1.58, -0.55)  0.16
F (0.02, -0.43, -1.66)  0.11
F (-0.51, -0.42, 0.61)  0.07
C (-3.59, 3.41, 2.39)  -0.07
C (-2.64, 3.35, 1.20)  -0.30
O (-3.32, 4.01, 0.12)  -0.08
H (-3.14, 3.00, 3.30)  0.07
H (-4.53, 2.86, 2.34)  0.07
H (-3.88, 4.43, 2.61)  0.08
H (-2.43, 2.32, 0.94)  0.09
H (-1.70, 3.87, 1.36)  0.09
H (-2.93, 3.63, -0.67)  0.06
C (-3.24, -0.77, 2.59)  -0.07
C (-4.49, -0.49, 3.44)  -0.32
O (-4.10, 0.33, 4.50)  -0.07
H (-2.44, -1.28, 3.14)  0.08
H (-2.82, 0.14, 2.16)  0.05
H (-3.41, -1.34, 1.68)  0.06
H (-4.85, -1.45, 3.79)  0.11
H (-5.26, -0.05, 2.82)  0.10
H (-4.86, 0.51, 5.06)  0.09
C (0.77, 5.07, 0.61)  -0.07
C (0.11, 6.12, -0.26)  -0.34
O (-0.05, 5.65, -1.55)  -0.07
H (0.22, 4.13, 0.56)  0.04
H (0.77, 5.35, 1.67)  0.09
H (1.78, 4.93, 0.22)  0.07
H (0.62, 7.08, -0.23)  0.11
H (-0.87, 6.36, 0.15)  0.11
H (-0.28, 6.43, -2.07)  0.09
C (-1.17, -3.35, -5.11)  -0.06
C (-0.58, -2.25, -4.18)  -0.31
O (-0.15, -1.17, -5.00)  -0.14
H (-0.40, -3.82, -5.72)  0.08
H (-1.92, -2.87, -5.74)  0.07
H (-1.64, -4.13, -4.52)  0.06
H (0.25, -2.71, -3.65)  0.11
H (-1.32, -1.89, -3.46)  0.09
H (0.59, -1.44, -5.55)  0.10
C (4.94, -0.22, -1.72)  -0.07
C (5.54, -1.29, -0.79)  -0.24
O (4.72, -2.49, -0.87)  -0.08
H (3.89, 0.03, -1.58)  0.06
H (5.02, -0.54, -2.76)  0.07
H (5.57, 0.66, -1.63)  0.08
H (5.51, -0.89, 0.22)  0.10
H (6.61, -1.44, -0.95)  0.11
H (4.93, -2.90, -1.71)  0.10
C (-3.63, -0.01, -1.14)  -0.05
C (-4.39, -0.17, -2.45)  -0.30
O (-3.53, -0.12, -3.57)  -0.14
H (-3.17, 0.98, -1.03)  0.06
H (-2.78, -0.69, -1.03)  0.07
H (-4.30, -0.06, -0.29)  0.08
H (-5.13, 0.62, -2.50)  0.11
H (-4.98, -1.08, -2.53)  0.12
H (-4.05, -0.54, -4.25)  0.09
C (1.93, -4.78, 0.09)  -0.05
C (1.73, -3.36, -0.49)  -0.28
O (2.37, -2.46, 0.36)  -0.18
H (1.71, -4.80, 1.16)  0.08
H (2.95, -5.15, 0.01)  0.07
H (1.33, -5.56, -0.36)  0.07
H (0.66, -3.15, -0.46)  0.09
H (2.05, -3.32, -1.53)  0.11
H (3.27, -2.36, 0.03)  0.05
C (3.26, 3.19, -1.66)  -0.08
C (1.97, 3.20, -2.41)  -0.31
O (1.78, 1.90, -2.90)  -0.12
H (3.60, 4.20, -1.43)  0.08
H (4.08, 2.70, -2.21)  0.07
H (3.19, 2.69, -0.70)  0.08
H (1.89, 3.85, -3.28)  0.12
H (1.20, 3.44, -1.68)  0.08
H (1.69, 1.32, -2.15)  0.04
C (1.89, 2.54, 3.81)  -0.05
C (0.71, 2.30, 2.87)  -0.29
O (0.42, 0.95, 2.88)  -0.16
H (2.86, 2.29, 3.39)  0.07
H (1.81, 1.97, 4.74)  0.09
H (1.92, 3.59, 4.08)  0.07
H (0.91, 2.71, 1.88)  0.09
H (-0.18, 2.83, 3.22)  0.11
H (-0.27, 0.74, 3.52)  0.11
C (-2.04, -3.90, 0.11)  -0.05
C (-2.19, -4.50, -1.32)  -0.30
O (-1.96, -5.90, -1.24)  -0.08
H (-1.12, -4.32, 0.52)  0.06
H (-2.84, -4.26, 0.76)  0.08
H (-2.07, -2.81, 0.15)  0.05
H (-1.51, -4.16, -2.10)  0.08
H (-3.16, -4.24, -1.74)  0.10
H (-1.60, -6.21, -2.07)  0.08

=====

3.
Molecular formula: C20H60BF4O20
Method: DFT, wB97M-V/def2-TZVPD

As for the energy above the lowest of the compared OMol25 structures with the same formula, charge and spin: 0.0 kJ/mol. For the calculated total energy, the calculation gives -2727.28157 a.u. Its gap between HOMO and LUMO is 8.98 eV. As for the charge: -1. Its LUMO energy is 2.077 eV.

Each line ends with the Löwdin charge.
Element x y z (Å)
B (-10.79, 14.90, 23.86)  -1.21
F (-11.30, 13.87, 23.06)  0.12
F (-11.82, 15.34, 24.76)  0.09
F (-9.76, 14.32, 24.64)  0.12
F (-10.17, 15.95, 23.19)  0.15
C (-7.46, 16.63, 25.07)  -0.21
C (-6.51, 16.24, 26.22)  -0.20
O (-6.89, 14.96, 26.78)  -0.08
O (-7.38, 15.61, 24.06)  -0.09
H (-7.30, 17.60, 24.59)  0.11
H (-8.50, 16.75, 25.40)  0.10
H (-6.53, 17.07, 26.94)  0.11
H (-5.51, 16.07, 25.81)  0.11
H (-7.43, 14.55, 26.08)  0.05
H (-8.29, 15.31, 23.92)  0.04
C (-12.14, 12.86, 18.16)  -0.20
C (-11.59, 11.64, 18.92)  -0.21
O (-10.30, 11.84, 19.48)  -0.06
O (-11.03, 13.49, 17.46)  -0.08
H (-12.66, 13.64, 18.71)  0.11
H (-12.92, 12.51, 17.46)  0.11
H (-11.57, 10.82, 18.21)  0.12
H (-12.25, 11.51, 19.79)  0.12
H (-10.41, 12.40, 20.26)  0.09
H (-11.20, 14.43, 17.57)  0.08
C (-6.32, 12.06, 24.92)  -0.23
C (-5.07, 12.59, 24.24)  -0.25
O (-4.91, 12.18, 22.89)  -0.07
O (-7.55, 12.63, 24.48)  -0.09
H (-6.34, 12.25, 26.00)  0.11
H (-6.30, 10.98, 24.73)  0.12
H (-4.19, 12.19, 24.75)  0.12
H (-5.04, 13.68, 24.35)  0.11
H (-5.51, 12.63, 22.26)  0.05
H (-7.47, 13.35, 23.85)  0.07
C (-8.94, 20.36, 23.73)  -0.25
C (-9.93, 19.78, 24.70)  -0.24
O (-10.75, 18.78, 24.11)  -0.07
O (-8.12, 21.32, 24.40)  -0.06
H (-9.44, 20.66, 22.80)  0.12
H (-8.21, 19.66, 23.32)  0.11
H (-10.56, 20.56, 25.15)  0.12
H (-9.45, 19.38, 25.59)  0.12
H (-10.70, 18.04, 24.72)  0.04
H (-8.22, 22.20, 24.05)  0.08
C (-11.89, 17.60, 27.01)  -0.21
C (-13.09, 16.75, 27.46)  -0.23
O (-13.27, 16.73, 28.87)  -0.07
O (-10.70, 16.82, 26.95)  -0.08
H (-11.76, 18.34, 27.79)  0.12
H (-12.14, 17.98, 26.02)  0.10
H (-13.16, 15.78, 26.96)  0.11
H (-14.00, 17.27, 27.14)  0.12
H (-12.57, 16.15, 29.21)  0.07
H (-10.79, 16.14, 26.27)  0.04
C (-14.80, 14.87, 23.32)  -0.24
C (-15.46, 15.62, 22.19)  -0.25
O (-15.89, 14.77, 21.14)  -0.06
O (-14.41, 15.74, 24.39)  -0.09
H (-13.97, 14.21, 23.07)  0.12
H (-15.49, 14.17, 23.82)  0.12
H (-14.77, 16.40, 21.84)  0.11
H (-16.30, 16.21, 22.57)  0.12
H (-16.66, 15.12, 20.71)  0.07
H (-13.43, 15.65, 24.48)  0.04
C (-8.18, 14.31, 19.06)  -0.27
C (-6.81, 14.29, 19.69)  -0.19
O (-6.73, 13.15, 20.61)  -0.10
O (-8.21, 13.24, 18.13)  -0.08
H (-8.35, 15.29, 18.57)  0.12
H (-8.95, 14.25, 19.83)  0.11
H (-6.55, 15.19, 20.26)  0.12
H (-5.99, 14.12, 18.98)  0.12
H (-6.93, 12.43, 19.98)  0.09
H (-9.16, 13.05, 17.99)  0.04
C (-10.84, 9.82, 24.14)  -0.25
C (-10.52, 11.27, 24.48)  -0.24
O (-11.72, 11.92, 24.92)  -0.06
O (-11.22, 9.04, 25.26)  -0.05
H (-9.92, 9.48, 23.63)  0.12
H (-11.58, 9.79, 23.35)  0.11
H (-10.13, 11.72, 23.56)  0.11
H (-9.69, 11.46, 25.16)  0.09
H (-11.84, 12.71, 24.37)  0.05
H (-10.48, 8.45, 25.44)  0.08
C (-10.60, 12.08, 27.93)  -0.25
C (-11.13, 13.48, 28.08)  -0.21
O (-12.06, 13.57, 29.18)  -0.08
O (-11.64, 11.13, 27.84)  -0.05
H (-10.01, 11.82, 28.82)  0.12
H (-9.92, 12.05, 27.08)  0.10
H (-11.73, 13.78, 27.22)  0.11
H (-10.32, 14.19, 28.28)  0.12
H (-11.64, 13.51, 30.04)  0.08
H (-12.12, 11.15, 28.67)  0.08
C (-11.83, 17.55, 19.34)  -0.26
C (-11.48, 17.20, 20.79)  -0.27
O (-12.48, 17.62, 21.67)  -0.05
O (-12.87, 16.74, 18.81)  -0.06
H (-10.94, 17.42, 18.71)  0.11
H (-11.99, 18.64, 19.42)  0.12
H (-10.58, 17.81, 20.91)  0.12
H (-11.32, 16.12, 20.85)  0.11
H (-12.15, 17.88, 22.53)  0.06
H (-13.06, 17.06, 17.92)  0.08